Density functional theory data (the ωB97M-V functional and the def2-TZVPD basis) for a molecular structure, C23H46NO14S2 at a distorted geometry.

XYZ file:
```
86
Properties=species:S:1:pos:R:3:forces:R:3
C 2.216 -3.915 -5.988 0.1235 -0.1107 -0.2050
H -6.044 1.564 -6.811 -0.0989 -0.0932 0.2279
H 0.387 0.356 4.371 0.5911 0.8321 -1.4594
H 3.364 -0.743 2.018 0.6343 1.5866 0.2804
H 2.814 5.991 8.425 0.2022 -0.0729 -0.1904
H -4.514 1.460 -5.970 0.0060 -0.1253 0.0471
H 3.110 -4.585 -7.833 -0.0352 -0.0051 0.0474
H 3.698 -6.251 -4.101 -0.0060 0.0763 -0.0273
O 4.446 5.032 11.040 -0.2492 -0.3358 -0.5001
S 2.819 1.492 1.118 -0.1576 2.4596 -5.2980
C 2.061 -4.933 -3.759 -0.0870 -0.5333 0.7294
C -3.944 1.783 -0.947 0.2431 -0.8319 -0.0561
C -2.568 2.282 1.990 0.9267 2.9128 -0.6170
C -4.969 -0.225 -7.278 0.1042 -0.1986 0.0244
H 4.549 6.402 8.529 -0.0855 -0.0615 -0.0210
C 0.044 -1.565 -0.835 0.4610 0.1917 -0.0291
C 3.962 4.915 9.936 0.3815 0.1518 0.2487
H 1.537 -3.221 -6.490 -0.0934 -0.0957 0.2589
H 3.321 3.314 6.081 0.0917 0.0385 0.1630
H -0.916 -3.939 -0.737 0.1738 0.0292 -0.2606
O 2.244 2.411 4.663 -1.4026 -1.7124 -2.9869
H 0.362 -0.612 -0.407 -0.2450 -0.0909 -0.1078
H 2.010 -2.030 -1.588 -0.0605 0.0799 0.0308
O 1.384 -5.199 -2.789 0.1733 0.2769 -0.9589
H 4.751 2.905 7.056 -0.1084 -0.0460 0.0520
H 4.103 0.664 3.078 -0.4395 -0.5369 -1.2700
O 3.718 2.066 0.026 -1.3116 -1.0917 3.3229
H -4.705 1.194 -1.569 1.0747 0.9602 0.7639
C 3.535 -5.226 -3.766 0.4656 0.4625 0.2220
H 4.114 -4.536 -4.377 -0.0173 -0.1698 -0.1737
O 1.678 0.801 0.368 2.1258 0.5498 3.0207
C 3.894 0.275 2.032 0.2077 -0.9668 0.1499
H -0.637 0.885 1.375 0.4226 -0.3034 1.4973
C 0.648 0.659 3.290 -1.4166 -1.3641 0.1630
H -4.293 -0.946 -6.812 0.0321 0.1146 -0.0241
C -5.367 0.869 -6.308 0.0767 -0.1702 -0.0666
H -5.849 -0.782 -7.608 0.0080 0.1305 -0.0024
C -1.741 -3.768 -1.426 -0.0924 -0.3562 0.5734
H -3.471 0.245 -4.698 -0.0465 -0.1462 -0.2314
H 1.736 -5.568 -7.285 0.0145 0.1321 -0.0063
H -4.238 2.882 -0.895 0.2972 -1.5668 0.2163
H -2.922 1.718 -1.461 -1.4417 0.1226 0.7261
H 4.277 4.585 6.866 -0.0867 -0.0004 0.0123
C 3.887 3.571 6.980 0.0744 0.1873 -0.0735
H 3.069 -3.321 -5.652 -0.0156 -0.1090 0.0625
H -1.010 -0.561 2.427 0.6932 1.5292 0.0618
O -3.353 -2.062 -1.719 0.7094 0.0549 0.3429
C -2.198 -2.337 -1.475 -0.3196 -0.1799 -0.2725
N 2.317 2.821 2.052 -0.6284 -4.0167 0.5721
O -6.097 0.332 -5.199 -0.5792 0.4312 -0.1600
C 3.659 6.126 9.097 -0.6219 0.3657 0.0561
H -2.569 -4.383 -1.070 -0.0296 0.1420 -0.2491
O -6.205 -0.415 -3.116 0.0179 0.3729 -0.8559
O -1.291 -1.361 -1.329 -0.5178 0.2825 0.1769
O -1.941 3.211 1.466 -1.7433 -3.1437 1.7391
H 4.880 0.121 1.465 -1.6455 0.6743 0.6570
H -2.818 0.565 3.356 1.3765 1.0893 -0.0863
H 1.361 -0.148 2.913 -0.6491 1.5163 0.3975
H -4.762 0.374 0.676 1.1788 1.0948 -0.4068
H 3.293 -5.728 -6.492 0.0407 0.1023 -0.0423
C -3.875 1.077 0.500 -0.4889 -0.3505 -0.6072
H -4.471 0.199 -8.153 -0.0306 -0.0063 0.0333
C 2.615 -5.009 -6.957 0.0761 -0.2064 0.0575
H 0.056 -2.289 -0.017 -0.1134 -0.0964 -0.1176
H -2.929 0.427 0.607 -1.3281 1.0051 -0.2674
H 0.961 -1.186 -2.747 0.0468 0.1045 0.1819
C -5.523 -0.152 -4.079 0.2283 -0.6016 0.8043
H 3.393 6.949 9.763 0.2645 -0.1080 0.0062
H -3.888 -1.471 -4.424 -0.0039 0.0575 0.0457
H 2.649 2.421 8.288 0.1224 0.1094 0.2301
H -1.462 -4.092 -2.430 0.1112 0.0143 0.0960
C -4.049 -0.447 -4.086 0.3932 0.6812 0.1042
O 3.768 3.698 9.410 -0.1182 -0.1907 0.6341
S 1.381 2.350 3.399 0.7080 5.0423 2.6511
O 0.327 3.434 3.585 1.7331 -3.4175 -1.1519
H -3.671 -0.344 -3.069 -0.2025 -0.2821 -0.1398
H -1.670 1.893 4.074 -0.5262 -0.6153 -1.6289
C 3.014 3.447 8.210 0.1493 -0.0109 -0.5489
C 0.986 -1.941 -1.958 -0.1368 -0.2488 -0.2756
H 0.702 -2.890 -2.418 0.0452 -0.0006 0.1277
H 2.129 4.085 8.160 0.1073 0.0600 0.0367
H 3.912 -5.120 -2.747 -0.1871 -0.1969 -0.0768
C -1.972 1.312 3.134 -0.7081 -0.0965 -1.1866
O 1.488 -4.452 -4.876 -0.4715 0.3128 0.1286
C -0.714 0.553 2.457 -0.6009 -0.3590 0.1968
O -3.934 2.088 1.559 2.2341 -1.1152 0.4610
```
Forces are in eV/Å.

Properties
E_tot: -2808.40927 hartree
Energy relative to the best compared isomer or geometry (same formula, charge and spin): 3.382 eV
E_HOMO: -6.1 eV
Total charge: -1
Frontier orbital gap: 0.2875 hartree